[1]
This record from OMol25 describes a structure of composition C4H12NO2. The level of theory is the ωB97M-V functional and the def2-TZVPD basis.

```
! RIJCOSX wB97M-V def2-TZVPD def2/J DEFGRID3
* xyz -1 1
C -1.1993 -0.3707 -0.0157
O -0.9000 0.9265 -0.4301
C -0.0377 -1.3406 -0.2400
C 1.0997 -1.2002 0.7744
C 1.4965 0.2395 1.0849
N 1.7730 0.9695 -0.1464
H -1.4827 -0.3713 1.0558
H -2.0855 -0.7382 -0.5525
H -0.4401 -2.3574 -0.1724
H 0.3302 -1.1671 -1.2527
H 0.7998 -1.6867 1.7109
H 1.9915 -1.7342 0.4271
H 2.3954 0.2258 1.7103
H 0.6883 0.7079 1.6648
H 0.8667 1.0970 -0.6023
H 2.1493 1.8855 0.0504
H -1.8046 1.2423 -1.1111
H -2.7714 2.2691 -2.1839
O -2.8692 1.4035 -1.7716
*
```

For the total energy, the calculation gives -9928.11868 eV. The HOMO energy comes out at -3.9439 eV. The value obtained for the frontier orbital gap is 8.01 eV. As for the energy above the lowest of the compared OMol25 structures with the same formula, charge and spin: 0.105 eV.

Atomic partial charges in e from the Mulliken method, atoms 1 to 2:
1 C -0.543
2 O -0.741

***

[2]
This record from OMol25 describes a cluster of 2 separate species, C4H12NO2 in total in a non-equilibrium geometry. The level of theory is the ωB97M-V functional and the def2-TZVPD basis.

```
! RIJCOSX wB97M-V def2-TZVPD def2/J DEFGRID3
* xyz -1 1
C 0.1468 1.2114 0.0883
N -0.3280 0.2397 -0.8967
C -1.8838 0.3678 -1.0410
O -2.5432 -0.5640 -0.3273
C 1.6934 1.0525 0.1782
C 1.9471 -0.2217 1.0428
H -0.3012 1.0641 1.0895
H -0.1621 2.2084 -0.2210
H -0.2853 -0.6969 -0.5185
H -2.0040 0.4437 -2.1441
H -2.1467 1.3356 -0.5564
H 2.0464 1.0893 -0.8405
H 2.1218 1.9085 0.7236
H 1.0871 -0.3305 1.7036
H 2.8640 -0.2717 1.6273
H 1.8727 -1.1398 0.4438
H -0.6885 -2.7083 -0.3569
H -1.9397 -2.0335 -0.0682
O -1.4969 -2.9546 0.0734
*
```

For the total energy, the calculation gives -9927.51464 eV. The HOMO energy comes out at -3.2924 eV. The value obtained for the frontier orbital gap is 7.18 eV. As for the energy above the lowest of the compared OMol25 structures with the same formula, charge and spin: 0.709 eV.

Atomic partial charges in e from the Mulliken method, atoms 1 to 2:
1 C -0.693
2 N -0.363

***

[3]
This record from OMol25 describes a cluster of 2 separate species, C4H12NO2 in total in a non-equilibrium geometry. The level of theory is the ωB97M-V functional and the def2-TZVPD basis.

```
! RIJCOSX wB97M-V def2-TZVPD def2/J DEFGRID3
* xyz -1 1
C -0.9335 -0.6991 -1.2383
N 0.5114 -0.4438 -1.1682
C 1.3034 -1.3666 -0.3321
O 1.3744 -1.0165 0.9466
C -1.7312 0.4568 -0.5349
C -1.3619 0.9485 0.8614
H -1.2969 -1.6000 -0.7161
H -1.3187 -0.6576 -2.2442
H 0.6595 0.4885 -0.8084
H 2.3677 -1.4379 -0.7772
H 0.8267 -2.3752 -0.5104
H -1.6339 1.2266 -1.2961
H -2.7879 0.0807 -0.4293
H -1.6644 0.2504 1.6156
H -1.7471 1.9709 1.0050
H -0.2841 1.0516 1.0119
H 2.6329 1.6217 1.0787
H 2.1946 0.4001 1.6854
O 2.8891 1.1013 1.8506
*
```

For the total energy, the calculation gives -9927.38900 eV. The HOMO energy comes out at -2.9936 eV. The value obtained for the frontier orbital gap is 6.99 eV. As for the energy above the lowest of the compared OMol25 structures with the same formula, charge and spin: 0.835 eV.

Atomic partial charges in e from the Mulliken method, atoms 1 to 2:
1 C -0.412
2 N -0.359

***

[4]
This record from OMol25 describes a cluster of 2 separate species, C4H12NO2 in total in a non-equilibrium geometry. The level of theory is the ωB97M-V functional and the def2-TZVPD basis.

```
! RIJCOSX wB97M-V def2-TZVPD def2/J DEFGRID3
* xyz 1 1
O -2.3095 1.2057 -1.6669
C -2.1015 0.0319 -1.5282
C -0.9107 -0.4500 -0.7020
N -0.3125 0.7794 -0.0750
C -0.3897 0.8317 1.4105
C 0.0957 -1.1779 -1.5828
H -2.7128 -0.7579 -1.9730
H -1.3033 -1.1156 0.0765
H 0.6641 0.8838 -0.3640
H -0.8627 1.5452 -0.5087
H -1.4329 0.8801 1.6901
H 0.1944 1.6775 1.7726
H 0.2107 0.0330 1.8452
H 0.4061 -0.5447 -2.4226
H -0.3605 -2.0419 -2.0743
H 0.9497 -1.5131 -1.0106
H 3.3497 0.5966 2.0208
H 3.6550 -0.5192 2.9546
O 3.1706 -0.3444 2.1378
*
```

For the total energy, the calculation gives -9920.75868 eV. The HOMO energy comes out at -14.9515 eV. The value obtained for the frontier orbital gap is 11.55 eV. As for the energy above the lowest of the compared OMol25 structures with the same formula, charge and spin: 1.471 eV.

Atomic partial charges in e from the Mulliken method, atoms 1 to 2:
1 O -0.465
2 C 0.053